1 | ORCA calculation (ωB97M-V/def2-TZVPD) on an isolated molecule of C4H7N3O.

## Properties
- E_HOMO (eV) = -8.99
- multiplicity = 1
- orbital gap (Ha) = 0.3496

Geometry (Å):
C: -2.704 -1.940 -0.657
N: -2.199 -0.738 -0.259
O: -0.952 -0.988 -0.531
C: -0.129 -0.031 0.003
N: -0.259 1.001 0.692
C: 0.909 1.449 1.100
C: 1.805 0.979 0.012
N: 1.191 -0.383 -0.361
H: -3.675 -2.434 -0.168
H: -2.074 -2.641 -1.217
H: 1.016 2.594 1.395
H: 1.112 0.695 2.084
H: 1.820 1.841 -0.840
H: 2.879 0.888 0.316
H: 1.259 -0.292 -1.569



2 | ORCA calculation (ωB97M-V/def2-TZVPD) on a cluster of 2 separate species, C4H7N3O in total.

## Properties
- E_HOMO (eV) = -8.22
- multiplicity = 1
- orbital gap (Ha) = 0.3168

Geometry (Å):
H: -1.927 1.033 1.554
N: -1.452 0.154 1.755
C: -0.936 -0.394 0.747
C: -0.656 -1.709 0.196
N: -1.132 -0.624 -0.670
O: -1.499 0.443 -1.499
H: -1.343 -2.543 0.238
H: 0.388 -2.001 0.145
H: -1.369 0.271 -2.439
C: 2.167 -0.424 -0.213
C: 1.546 0.584 0.087
N: 1.294 1.903 0.057
H: 2.649 -1.341 -0.400
H: 1.962 2.530 0.480
H: 0.306 2.117 -0.037



What is the most stable structure shown above? It is 1.